No. 1
Entry from the OMol25 dataset: a 2-piece molecular cluster, C7H19NO3Si overall at a distorted geometry (ωB97M-V with the def2-TZVPD basis set).

As for the lowest unoccupied orbital energy: 0.77 eV. The value obtained for the highest occupied orbital energy is -7.30 eV. For the relative energy (zero: lowest compared OMol25 entry of this formula, charge and spin), the calculation gives 68.6 kcal/mol.

Each line ends with the natural charge from an NBO analysis.
Positions of all 31 atoms, in Å:
1 C 2.60 -1.17 0.09  -0.620
2 C 2.24 1.20 1.13  -0.606
3 C 1.05 0.09 -2.21  -0.431
4 C -2.46 1.59 -1.68  -0.227
5 C -1.77 0.90 2.76  -0.212
6 C -1.63 -2.73 -0.02  -0.224
7 C 2.29 0.25 -0.13  -0.086
8 N 1.08 0.61 -0.86  -0.684
9 O -2.14 1.08 -0.38  -0.952
10 O -1.45 -0.14 1.78  -0.943
11 O -1.49 -1.46 -0.49  -0.920
12 Si -1.20 -0.03 0.22  2.349
13 H 3.73 -1.27 0.22  0.209
14 H 2.08 -1.42 1.13  0.189
15 H 2.34 -1.90 -0.63  0.214
16 H 1.42 1.89 0.92  0.226
17 H 3.12 1.72 1.32  0.204
18 H 1.98 0.68 2.07  0.187
19 H 1.10 -1.01 -2.31  0.162
20 H 0.17 0.54 -2.67  0.186
21 H 1.97 0.45 -2.79  0.172
22 H -1.91 1.01 -2.42  0.184
23 H -2.06 2.67 -1.64  0.190
24 H -3.51 1.61 -1.93  0.188
25 H -2.23 0.44 3.56  0.184
26 H -2.52 1.52 2.33  0.187
27 H -0.92 1.35 3.07  0.184
28 H -2.08 -3.30 -0.81  0.182
29 H -2.30 -2.75 0.83  0.168
30 H -0.62 -3.05 0.28  0.174
31 H 3.14 0.63 -0.73  0.166

No. 2
Entry from the OMol25 dataset: a 2-piece molecular cluster, C4H8N2O2 overall at a distorted geometry (ωB97M-V with the def2-TZVPD basis set).

As for the lowest unoccupied orbital energy: 0.35 eV. The value obtained for the highest occupied orbital energy is -7.89 eV. For the relative energy (zero: lowest compared OMol25 entry of this formula, charge and spin), the calculation gives 121.4 kcal/mol.

Each line ends with the natural charge from an NBO analysis.
Positions of all 16 atoms, in Å:
1 C -0.38 -0.25 -0.72  0.053
2 C -0.31 -0.88 0.57  -0.279
3 C -1.92 0.83 0.19  0.695
4 N 0.54 0.60 -1.26  -0.858
5 C 2.30 -1.14 0.49  -0.097
6 O -1.29 1.88 0.82  -0.742
7 N 1.25 -1.82 0.39  -0.441
8 O -3.11 0.86 0.00  -0.604
9 H -1.99 2.55 1.01  0.489
10 H -0.89 -0.85 -1.47  0.211
11 H 0.46 1.59 -1.08  0.408
12 H 0.85 0.39 -2.20  0.393
13 H -0.16 -0.34 1.50  0.221
14 H -0.96 -1.74 0.69  0.237
15 H 3.28 -1.63 0.64  0.166
16 H 2.34 -0.04 0.45  0.147

No. 3
Entry from the OMol25 dataset: CH2NO3S as an isolated structure at a distorted geometry (ωB97M-V with the def2-TZVPD basis set).

As for the lowest unoccupied orbital energy: 3.69 eV. The value obtained for the highest occupied orbital energy is -3.36 eV. For the relative energy (zero: lowest compared OMol25 entry of this formula, charge and spin), the calculation gives 50.8 kcal/mol. Its net charge is -1.

Each line ends with the natural charge from an NBO analysis.
Positions of all 8 atoms, in Å:
1 C 1.32 -0.19 0.29  0.940
2 N -0.53 -0.04 0.80  -0.427
3 O 1.53 0.75 -0.43  -0.729
4 O 1.83 -1.13 0.82  -0.672
5 O -0.95 1.15 0.21  -0.625
6 S -1.28 -1.36 -0.21  -0.039
7 H -0.21 1.34 -0.35  0.463
8 H -1.72 -0.53 -1.13  0.088

No. 4
Entry from the OMol25 dataset: a 2-piece molecular cluster, C7H14ClNO overall at a distorted geometry (ωB97M-V with the def2-TZVPD basis set).

As for the lowest unoccupied orbital energy: 0.79 eV. The value obtained for the highest occupied orbital energy is -8.76 eV. For the relative energy (zero: lowest compared OMol25 entry of this formula, charge and spin), the calculation gives 50.8 kcal/mol. Its SMILES is C=C(Cl)C(C)C.C/C=N\O.

Each line ends with the natural charge from an NBO analysis.
Positions of all 24 atoms, in Å:
1 C 1.29 1.17 0.97  -0.498
2 C 0.05 0.86 0.52  0.128
3 Cl -0.87 2.29 -0.11  -0.059
4 C -0.69 -0.40 0.87  -0.324
5 C -1.95 -0.54 -0.03  -0.598
6 C -1.19 -0.31 2.24  -0.599
7 H 1.65 2.22 0.99  0.226
8 H 1.74 0.45 1.66  0.216
9 H 0.05 -1.22 0.71  0.241
10 H -2.44 -1.42 0.44  0.199
11 H -1.87 -0.85 -1.03  0.229
12 H -2.49 0.38 0.11  0.215
13 H -1.97 -0.96 2.52  0.215
14 H -1.80 0.58 2.22  0.209
15 H -0.54 -0.32 3.03  0.212
16 C 2.93 0.02 -1.41  -0.690
17 C 1.51 0.38 -1.55  0.082
18 N 0.64 -0.47 -1.86  -0.174
19 O 0.97 -1.85 -1.66  -0.611
20 H 3.52 0.98 -1.12  0.211
21 H 3.04 -0.76 -0.68  0.237
22 H 3.37 -0.28 -2.35  0.241
23 H 1.33 1.44 -1.63  0.212
24 H 0.31 -2.40 -2.05  0.481

No. 5
Entry from the OMol25 dataset: C19H54N4O8 as an isolated structure at a distorted geometry (ωB97M-V with the def2-TZVPD basis set).

As for the lowest unoccupied orbital energy: -0.39 eV. The value obtained for the highest occupied orbital energy is -7.67 eV. For the relative energy (zero: lowest compared OMol25 entry of this formula, charge and spin), the calculation gives 718.6 kcal/mol.

Each line ends with the Löwdin charge.
Positions of all 85 atoms, in Å:
1 C 21.08 16.35 -11.24  -0.070
2 C 19.89 16.38 -12.07  -0.398
3 O 19.92 17.24 -13.13  -0.043
4 H 21.92 15.83 -11.68  0.077
5 H 20.99 15.64 -10.42  0.083
6 H 21.26 17.28 -10.71  0.090
7 H 19.11 16.78 -11.41  0.136
8 H 19.53 15.45 -12.50  0.051
9 H 19.14 17.79 -13.20  0.107
10 C 15.26 15.24 -11.36  -0.821
11 O 14.37 15.92 -10.92  0.033
12 N 15.44 14.05 -11.02  0.124
13 N 16.14 15.72 -12.13  0.186
14 H 16.16 13.52 -11.48  -0.221
15 H 14.88 13.56 -10.33  0.130
16 H 16.89 15.15 -12.49  0.051
17 H 16.20 16.65 -12.52  0.123
18 C 17.78 13.51 -12.99  -0.513
19 O 16.94 13.59 -12.13  -0.030
20 N 18.23 12.39 -13.57  0.093
21 N 18.49 14.58 -13.30  0.145
22 H 18.87 12.44 -14.34  -0.051
23 H 17.69 11.54 -13.43  -0.056
24 H 19.02 14.50 -14.16  0.021
25 H 18.31 15.53 -12.98  0.098
26 C 16.81 12.46 -8.18  -0.035
27 C 16.71 12.17 -9.68  -0.448
28 C 17.96 12.58 -10.43  -0.040
29 O 16.53 10.78 -9.83  -0.048
30 H 15.92 12.10 -7.68  0.075
31 H 16.71 13.52 -7.94  0.071
32 H 17.70 12.17 -7.62  0.077
33 H 15.88 12.62 -10.22  0.070
34 H 18.90 12.11 -10.13  0.094
35 H 18.07 13.64 -10.22  0.111
36 H 17.95 12.34 -11.50  0.052
37 H 16.24 10.56 -10.72  -0.153
38 C 19.05 10.10 -14.88  -0.040
39 C 18.44 11.03 -15.92  -0.337
40 C 16.88 10.90 -15.97  0.001
41 O 18.77 12.34 -15.64  -0.105
42 H 18.43 10.17 -13.99  0.013
43 H 20.08 10.30 -14.57  0.054
44 H 19.00 9.08 -15.26  0.120
45 H 18.88 10.74 -16.88  0.149
46 H 16.62 11.55 -16.81  0.094
47 H 16.33 11.29 -15.10  0.060
48 H 16.48 9.91 -16.18  0.106
49 H 19.62 12.64 -15.98  0.067
50 C 21.51 15.09 -15.10  0.000
51 C 20.01 14.98 -15.24  -0.445
52 C 19.32 15.69 -16.45  0.022
53 O 19.73 13.65 -15.05  -0.226
54 H 21.97 15.99 -14.70  0.096
55 H 21.99 14.85 -16.06  0.094
56 H 21.91 14.37 -14.39  0.074
57 H 19.66 15.45 -14.33  0.093
58 H 18.24 15.69 -16.61  0.084
59 H 19.68 15.23 -17.37  0.077
60 H 19.53 16.76 -16.52  0.087
61 H 20.31 13.17 -15.65  0.133
62 C 14.76 11.48 -12.48  0.014
63 C 15.53 10.24 -12.69  -0.353
64 C 16.99 10.44 -13.15  -0.106
65 O 15.76 9.72 -11.40  0.017
66 H 14.68 12.08 -13.39  0.107
67 H 15.31 12.15 -11.82  0.060
68 H 13.75 11.32 -12.11  0.113
69 H 15.08 9.45 -13.29  0.152
70 H 17.62 9.56 -13.29  0.122
71 H 17.43 11.02 -12.34  0.124
72 H 16.93 10.94 -14.12  0.035
73 H 16.38 9.04 -11.69  0.135
74 C 22.28 11.10 -11.90  -0.014
75 C 21.28 11.03 -13.08  -0.467
76 C 20.54 12.26 -13.53  -0.035
77 O 21.91 10.47 -14.18  -0.050
78 H 23.21 10.58 -12.10  0.080
79 H 21.74 10.68 -11.05  0.075
80 H 22.49 12.09 -11.50  0.070
81 H 20.57 10.23 -12.85  0.134
82 H 19.72 11.97 -14.18  0.026
83 H 21.27 12.86 -14.07  0.091
84 H 19.98 12.85 -12.80  0.125
85 H 22.64 11.06 -14.40  0.103

No. 6
Entry from the OMol25 dataset: a 2-piece molecular cluster, C2H3NOS overall at a distorted geometry (ωB97M-V with the def2-TZVPD basis set).

As for the lowest unoccupied orbital energy (spin up / spin down): -1.03 / -2.17 eV. The value obtained for the highest occupied orbital energy (spin up / spin down) is -9.60 / -8.72 eV. For the relative energy (zero: lowest compared OMol25 entry of this formula, charge and spin), the calculation gives 72.0 kcal/mol.

Each line ends with the natural charge from an NBO analysis.
Positions of all 8 atoms, in Å:
1 C 0.78 1.00 0.09  0.126
2 C 0.70 -0.38 0.21  0.134
3 N 0.91 2.15 -0.02  -0.242
4 O 0.94 -1.23 -0.76  -0.601
5 S -2.22 0.23 -0.13  -0.246
6 H 0.54 -0.83 1.18  0.224
7 H 1.03 -0.80 -1.62  0.503
8 H -2.70 -0.14 1.05  0.102

No. 7
Entry from the OMol25 dataset: a 2-piece molecular cluster, C3H4N2S2 overall at a distorted geometry (ωB97M-V with the def2-TZVPD basis set).

As for the lowest unoccupied orbital energy (spin up / spin down): -1.16 / -1.16 eV. The value obtained for the highest occupied orbital energy (spin up / spin down) is -9.10 / -9.10 eV. For the relative energy (zero: lowest compared OMol25 entry of this formula, charge and spin), the calculation gives 90.1 kcal/mol.

Each line ends with the natural charge from an NBO analysis.
Positions of all 11 atoms, in Å:
1 C -0.08 -1.59 0.46  0.362
2 C -0.91 0.89 0.02  -0.287
3 C 1.61 -0.13 -0.21  -0.433
4 N -0.58 -2.48 1.00  -0.387
5 N 0.34 -0.72 -0.37  -0.458
6 S -0.23 2.30 0.25  0.191
7 S -2.45 0.21 -0.16  0.221
8 H 2.42 -0.81 -0.53  0.234
9 H 1.49 0.70 -0.92  0.212
10 H 1.66 0.36 0.80  0.193
11 H -3.27 1.27 -0.32  0.152

No. 8
Entry from the OMol25 dataset: C15H12F5MnNS as an isolated structure (ωB97M-V with the def2-TZVPD basis set).

The spin multiplicity is 2. As for the lowest unoccupied orbital energy (spin up / spin down): 0.17 / 0.24 eV. The value obtained for the highest occupied orbital energy (spin up / spin down) is -7.98 / -7.94 eV.

Each line ends with the natural charge from an NBO analysis.
Positions of all 35 atoms, in Å:
1 Mn 0.07 0.04 -0.03  0.937
2 C -1.24 -1.38 -2.13  -0.431
3 N -0.62 -1.70 -0.83  -0.451
4 C -1.58 -2.44 0.01  -0.418
5 C 0.62 -2.50 -1.04  -0.268
6 C 1.67 -1.61 -1.63  0.009
7 C 2.53 -2.03 -2.64  -0.254
8 C 3.47 -1.13 -3.14  -0.211
9 C 3.52 0.17 -2.64  -0.222
10 C 2.63 0.57 -1.65  -0.203
11 C 1.68 -0.31 -1.12  -0.417
12 H -1.49 -2.31 -2.67  0.189
13 H -0.56 -0.79 -2.73  0.235
14 H -2.15 -0.81 -1.96  0.220
15 H -1.83 -3.40 -0.45  0.194
16 H -2.49 -1.85 0.12  0.217
17 H -1.15 -2.62 0.99  0.210
18 H 0.42 -3.39 -1.64  0.193
19 H 0.92 -2.84 -0.04  0.206
20 H 2.48 -3.04 -3.03  0.205
21 H 4.15 -1.44 -3.92  0.211
22 H 4.25 0.87 -3.03  0.211
23 H 2.68 1.60 -1.29  0.206
24 F -2.02 3.29 5.39  -0.283
25 C -1.82 2.98 4.12  0.251
26 C -1.11 1.85 3.76  0.282
27 F -0.61 1.04 4.70  -0.284
28 C -0.94 1.58 2.42  0.267
29 F -0.23 0.45 2.09  -0.331
30 C -1.42 2.35 1.39  -0.249
31 S -1.15 1.94 -0.31  -0.264
32 C -2.12 3.48 1.79  0.305
33 F -2.64 4.31 0.87  -0.289
34 C -2.33 3.80 3.12  0.317
35 F -3.01 4.89 3.45  -0.291